The following is a quantum chemistry calculation of a cluster of 6 separate species, C52H44F9N3O25S in total at a distorted geometry, from the Open Molecules 2025 dataset.

Element x y z (Å)
C -1.167 7.465 -1.209
C -0.081 7.808 -0.526
C 0.800 8.170 0.799
C 1.160 6.821 1.670
N 1.366 5.729 0.667
C 1.487 4.362 1.332
C 1.863 3.338 0.141
C 0.663 3.013 -0.893
C 1.010 3.520 -2.421
N 0.360 4.864 -2.569
C -0.476 4.937 -3.809
C -2.064 4.992 -3.556
C -2.829 4.470 -2.286
C -4.423 4.517 -2.121
C -5.323 5.143 -3.283
C -4.536 5.666 -4.555
C -2.963 5.620 -4.718
O -2.298 6.121 -5.903
C 0.072 4.099 2.056
S -0.159 2.418 2.805
O 0.856 1.375 2.411
O -0.044 2.574 4.330
C -1.950 1.895 2.508
F -2.762 2.994 1.993
F -2.545 1.582 3.801
C -2.120 0.687 1.452
F -3.548 0.617 1.154
F -1.493 0.948 0.164
C -1.710 -0.776 1.999
F -2.935 -1.533 2.205
F -0.996 -0.784 3.241
C -0.831 -1.661 0.951
F -1.617 -1.969 -0.208
F 0.458 -1.114 0.665
F -0.583 -2.924 1.635
N 0.000 5.085 3.221
C 0.032 6.525 2.786
C -1.454 7.015 2.408
O -1.782 8.236 2.730
O -2.447 6.227 1.807
H -2.145 7.225 -1.788
H 0.304 8.991 1.444
H 1.790 8.618 0.377
H 2.178 7.067 2.194
H 2.253 5.933 0.152
H 2.328 4.483 2.136
H 2.697 3.863 -0.484
H 2.372 2.404 0.595
H 0.618 1.848 -0.980
H -0.376 3.374 -0.565
H 0.570 2.701 -3.112
H 2.155 3.545 -2.546
H 1.146 5.546 -2.599
H -0.218 4.098 -4.570
H -0.191 5.933 -4.351
H -2.257 4.020 -1.400
H -4.927 4.139 -1.156
H -6.480 5.203 -3.176
H -5.158 6.134 -5.407
H -2.023 7.041 -5.662
H -0.757 4.399 1.290
H 0.854 4.938 3.815
H -0.885 4.945 3.754
H 0.344 7.141 3.728
O 4.515 2.818 -0.794
C 5.511 3.042 -0.122
C 5.836 2.267 1.082
C 6.924 2.551 1.801
O 7.238 1.836 2.921
C 7.841 3.660 1.414
O 8.817 3.905 2.104
C 7.529 4.420 0.197
C 6.443 4.133 -0.524
O 6.143 4.831 -1.660
H 5.160 1.466 1.352
H 8.065 2.235 3.261
H 8.213 5.210 -0.082
H 5.313 4.436 -1.997
O -2.280 -0.802 -4.457
C -3.204 -1.595 -4.381
C -3.594 -2.227 -3.115
C -4.600 -3.103 -3.072
O -4.972 -3.695 -1.894
C -5.358 -3.474 -4.303
O -6.261 -4.292 -4.235
C -4.983 -2.823 -5.564
C -3.979 -1.945 -5.605
O -3.622 -1.331 -6.773
H -3.035 -1.951 -2.232
H -5.719 -4.288 -2.122
H -5.552 -3.087 -6.446
H -2.873 -0.745 -6.540
O 3.427 -5.418 4.740
C 3.391 -5.208 3.539
C 3.810 -6.212 2.553
C 3.773 -5.940 1.247
O 4.158 -6.867 0.319
C 3.310 -4.616 0.743
O 3.305 -4.395 -0.458
C 2.868 -3.621 1.727
C 2.902 -3.894 3.033
O 2.491 -2.976 3.959
H 4.146 -7.168 2.932
H 4.041 -6.431 -0.550
H 2.518 -2.671 1.346
H 2.614 -3.410 4.827
O -7.677 -5.473 -1.709
C -8.821 -5.255 -1.343
C -9.858 -6.293 -1.352
C -11.103 -6.015 -0.960
O -12.077 -6.974 -0.961
C -11.487 -4.648 -0.506
O -12.639 -4.424 -0.172
C -10.445 -3.616 -0.474
C -9.198 -3.894 -0.862
O -8.219 -2.940 -0.834
H -9.567 -7.280 -1.686
H -12.884 -6.525 -0.638
H -10.732 -2.633 -0.125
H -7.412 -3.385 -1.162
O 5.431 -10.008 2.659
C 6.638 -9.856 2.765
C 7.443 -10.611 3.732
C 8.758 -10.404 3.831
O 9.520 -11.103 4.726
C 9.453 -9.404 2.972
O 10.654 -9.227 3.101
C 8.652 -8.666 1.988
C 7.337 -8.875 1.887
O 6.580 -8.197 0.974
H 6.926 -11.332 4.351
H 10.433 -10.772 4.604
H 9.172 -7.956 1.359
H 5.666 -8.523 1.099

Summary:
Molecular weight in g mol⁻¹: 1314.0
Spin multiplicity: 1
HOMO energy in eV: -8.3
LUMO in eV: -2.2
Charge: 0
E_tot in eV: -145567.2396
Gap between HOMO and LUMO in eV: 6.1

The following is a quantum chemistry calculation of a cluster of 2 separate species, HN2O3 in total at a distorted geometry, from the Open Molecules 2025 dataset.

Element x y z (Å)
N -1.196 1.346 -0.056
N 0.230 -1.324 -0.889
O -0.826 -1.094 -0.275
O 1.330 -0.761 -0.098
O -0.546 1.800 0.881
H 1.008 0.032 0.436

Summary:
Energy above the lowest of the compared OMol25 structures with the same formula, charge and spin in eV: 1.665
Molecular weight in g mol⁻¹: 77.0
Spin multiplicity: 1
HOMO energy (spin up / spin down) in eV: -1.0 / -3.4
LUMO (spin up / spin down) in eV: 4.6 / 4.8
Charge: -1
E_tot in eV: -9133.9304
Gap between HOMO and LUMO (spin up / spin down) in eV: 5.6 / 8.2

The following is a quantum chemistry calculation of the molecule C5H5NO2 at a distorted geometry, from the Open Molecules 2025 dataset.

Element x y z (Å)
O 0.649 -0.779 -1.813
C 0.740 -0.604 -0.629
C 1.837 -0.760 0.402
C 1.363 -0.299 1.584
N -0.005 0.097 1.431
C -0.375 -0.024 0.237
C -1.653 0.545 -0.363
O -1.442 1.475 -1.378
H 2.803 -1.287 0.514
H 1.928 -0.002 2.564
H -2.447 -0.260 -0.808
H -2.207 0.995 0.498
H -1.192 0.902 -2.240

Summary:
Energy above the lowest of the compared OMol25 structures with the same formula, charge and spin in eV: 3.037
Molecular weight in g mol⁻¹: 111.1
Spin multiplicity: 1
HOMO energy in eV: -9.8
LUMO in eV: -1.4
Charge: 0
E_tot in eV: -10848.2775
Gap between HOMO and LUMO in eV: 8.5

The following is a quantum chemistry calculation of a cluster of 9 separate species, C33H69FN8O12Si in total at a distorted geometry, from the Open Molecules 2025 dataset.

Element x y z (Å)
C 6.620 -3.672 -0.356
Si 4.788 -3.684 -0.027
C 4.513 -4.110 1.774
C 4.137 -1.974 -0.443
O 4.124 -4.808 -1.077
C 2.860 -5.401 -0.785
C 1.671 -4.511 -1.168
C 1.139 -3.638 -0.084
C 0.783 -2.349 -0.131
F 0.817 -1.530 -1.158
C 0.368 -1.852 1.208
O 0.230 -0.735 1.602
O 0.242 -2.977 1.994
C 0.898 -4.031 1.327
O 1.197 -5.020 1.929
H 7.078 -4.637 -0.126
H 6.845 -3.389 -1.387
H 7.062 -2.917 0.303
H 4.216 -5.153 1.922
H 3.729 -3.494 2.225
H 5.433 -3.929 2.334
H 3.283 -2.001 -1.123
H 3.900 -1.387 0.451
H 4.929 -1.426 -0.967
H 2.792 -5.728 0.254
H 2.797 -6.301 -1.402
H 1.924 -3.925 -2.057
H 0.852 -5.182 -1.460
C 6.242 -4.138 -5.011
N 4.878 -3.654 -5.045
C 4.403 -2.935 -6.214
C 4.031 -3.852 -4.017
O 2.875 -3.454 -4.009
H 6.950 -3.311 -5.099
H 6.426 -4.841 -5.826
H 6.419 -4.648 -4.065
H 4.076 -1.932 -5.940
H 3.554 -3.451 -6.663
H 5.209 -2.866 -6.940
H 4.471 -4.403 -3.174
C -2.620 0.365 1.139
N -3.610 1.223 1.768
C -5.010 1.136 1.392
C -3.237 2.106 2.703
O -3.975 2.886 3.282
H -2.608 0.534 0.065
H -2.859 -0.685 1.328
H -1.643 0.586 1.559
H -5.362 2.096 1.012
H -5.616 0.882 2.264
H -5.125 0.379 0.620
H -2.151 2.069 2.900
C -3.314 3.607 -3.564
N -3.139 2.252 -3.061
C -2.016 1.465 -3.543
C -3.971 1.700 -2.170
O -3.852 0.570 -1.718
H -3.450 3.586 -4.647
H -2.449 4.223 -3.339
H -4.198 4.046 -3.103
H -2.366 0.555 -4.031
H -1.368 1.173 -2.716
H -1.448 2.064 -4.251
H -4.791 2.372 -1.863
C -1.933 8.827 -6.189
N -2.221 7.641 -5.407
C -3.599 7.324 -5.074
C -1.252 6.816 -4.973
O -1.454 5.811 -4.314
H -2.280 9.724 -5.672
H -2.421 8.775 -7.164
H -0.859 8.908 -6.342
H -3.734 7.293 -3.993
H -3.876 6.350 -5.477
H -4.250 8.086 -5.497
H -0.240 7.134 -5.271
C 5.245 2.347 -0.743
N 4.785 1.193 -0.002
C 3.413 1.169 0.482
C 5.583 0.142 0.259
O 5.239 -0.856 0.865
H 5.165 3.251 -0.135
H 4.653 2.486 -1.651
H 6.287 2.206 -1.026
H 3.396 1.095 1.566
H 2.887 0.306 0.067
H 2.914 2.086 0.187
H 6.603 0.265 -0.145
C -0.777 4.744 2.990
N 0.629 4.438 3.173
C 1.258 4.657 4.464
C 1.365 3.930 2.168
O 2.532 3.592 2.249
H -0.986 5.801 3.166
H -1.378 4.146 3.676
H -1.064 4.494 1.971
H 2.088 5.358 4.372
H 1.653 3.721 4.860
H 0.518 5.058 5.152
H 0.784 3.811 1.236
C -8.266 -0.823 3.368
N -9.153 -1.134 2.268
C -9.023 -0.403 1.018
C -10.106 -2.084 2.356
O -10.870 -2.374 1.457
H -8.375 0.220 3.675
H -7.224 -0.993 3.087
H -8.505 -1.461 4.216
H -9.952 0.117 0.783
H -8.803 -1.089 0.200
H -8.216 0.320 1.114
H -10.129 -2.584 3.340
C -0.188 -3.899 5.072
N 0.587 -4.032 6.289
C -0.012 -3.684 7.565
C 1.861 -4.472 6.281
O 2.548 -4.601 7.276
H -0.504 -2.864 4.927
H -1.077 -4.535 5.115
H 0.416 -4.203 4.224
H 0.553 -2.889 8.051
H -0.018 -4.545 8.235
H -1.033 -3.351 7.396
H 2.229 -4.711 5.268

Summary:
Molecular weight in g mol⁻¹: 817.0
Spin multiplicity: 1
HOMO energy in eV: -8.4
LUMO in eV: -0.8
Charge: 0
E_tot in eV: -82425.9419
Gap between HOMO and LUMO in eV: 7.6

> E_tot of number 3 (C5H5NO2)?

-10848.2775 eV

> Look up the E_tot of the third one.

-10848.2775 eV

> What is the formula in the first record?

C52H44F9N3O25S

> Which of these has the highest E_tot?

HN2O3